1.
Formula: C61H50BrGeN5O6S2Sr
Source: the Open Molecules 2025 dataset
Level of theory: the ωB97M-V functional and the def2-TZVPD basis

Last column: Mulliken charge in e.
Geometry (Å):
Sr 0.9552 -0.7866 0.0550  2.141
O 2.7830 2.1987 2.8342  -0.828
C 2.2374 3.2892 2.3804  0.758
C 2.9238 4.5298 2.3758  -0.887
C 2.3485 5.6770 1.8511  -0.314
C 1.0630 5.6632 1.3061  -0.877
C 0.3610 4.4589 1.3148  0.027
C 0.9111 3.3006 1.8486  -1.436
C 0.0845 2.0351 1.8245  1.099
O 0.9092 0.8743 1.8631  0.909
N -0.8415 2.0389 2.9506  0.288
N -1.8871 1.2317 3.0437  -0.733
C -2.0216 0.2262 2.2608  0.387
C -3.2309 -0.5932 2.4314  0.348
Br -2.9056 -2.4403 2.0508  -0.207
C -4.4479 -0.2587 2.8465  -1.104
C -5.0158 1.1125 2.9505  0.412
C -6.0983 1.3281 3.8023  -0.570
C -6.7129 2.5736 3.8938  -0.455
C -6.2618 3.6254 3.1093  -0.589
C -5.1977 3.4138 2.2350  -0.936
C -4.5764 2.1781 2.1530  0.605
H 1.8025 1.2234 2.3086  0.008
H 3.9243 4.5451 2.7941  0.388
H 2.9142 6.6045 1.8630  0.331
H 0.6289 6.5564 0.8734  0.412
H -0.6435 4.3999 0.8974  0.364
H -0.5211 1.9963 0.9157  -0.504
H -0.9249 2.8803 3.4914  0.375
H -1.3205 -0.0454 1.4928  -0.102
H -5.1331 -1.0660 3.0822  0.355
H -6.4582 0.5038 4.4108  0.370
H -7.5462 2.7159 4.5724  0.340
H -6.7365 4.5981 3.1703  0.375
H -4.8450 4.2198 1.6013  0.465
H -3.7555 2.0393 1.4531  0.390
S -1.6983 -2.7555 -3.8653  -0.462
C -2.9180 -2.0225 -2.9078  -0.628
C -2.4111 -1.4872 -1.7637  -0.315
C -0.9858 -1.6407 -1.5666  -0.651
C -0.4841 -2.3192 -2.6407  0.590
C 0.9133 -2.7303 -2.8421  0.582
C 1.2799 -3.6619 -3.8258  -1.088
C 2.5965 -4.0390 -3.9646  -0.295
C 3.5560 -3.4938 -3.1230  -1.304
C 3.1310 -2.5772 -2.1824  -0.268
N 1.8542 -2.1791 -2.0307  0.469
H -3.9486 -2.0341 -3.2454  0.593
H -3.0555 -0.9849 -1.0431  0.398
H 0.5139 -4.0869 -4.4616  0.346
H 2.8765 -4.7608 -4.7244  0.380
H 4.6003 -3.7723 -3.1808  0.435
H 3.8563 -2.1287 -1.5137  0.519
O 3.8837 -3.2676 1.0362  -0.834
S 2.9669 -2.2386 1.4607  1.648
O 1.5312 -2.5731 1.3940  -1.073
N 3.0886 -0.8781 0.7321  -0.265
C 4.1973 -0.1627 0.2601  -0.710
C 5.5066 -0.3339 0.6221  -0.544
C 6.5224 0.5034 0.0885  -0.892
C 6.2347 1.4985 -0.7937  -0.919
C 4.8872 1.7043 -1.1981  0.744
C 4.4944 2.7220 -2.1014  -0.857
C 3.1864 2.8687 -2.4427  -0.939
C 2.2292 1.9848 -1.8904  -0.770
N 2.5574 1.0289 -1.0569  1.450
C 3.8744 0.8800 -0.6867  0.108
C 3.3175 -1.9443 3.1680  -0.079
C 4.4879 -2.4552 3.7147  -0.237
C 4.8019 -2.1642 5.0371  -0.702
C 3.9530 -1.3645 5.7912  -0.412
C 2.7842 -0.8586 5.2327  -0.666
C 2.4553 -1.1487 3.9187  -0.135
H 5.7617 -1.1148 1.3262  0.396
H 7.5480 0.3473 0.4038  0.353
H 7.0130 2.1435 -1.1856  0.358
H 5.2512 3.3861 -2.5063  0.371
H 2.8654 3.6491 -3.1208  0.450
H 1.1671 2.0724 -2.1194  0.595
H 5.1290 -3.0775 3.1039  0.458
H 5.7109 -2.5598 5.4758  0.358
H 4.2054 -1.1288 6.8182  0.365
H 2.1297 -0.2210 5.8134  0.401
H 1.5523 -0.7430 3.4772  0.141
O -2.5338 2.5008 -0.0032  -0.742
C -1.9875 2.0742 -1.0538  -0.573
O -0.8960 1.4678 -1.1610  -0.236
C -2.7391 2.3283 -2.3694  -0.288
C -4.2240 1.9557 -2.2652  -0.442
Ge -5.2105 2.4421 -3.8394  2.174
C -4.2280 1.9643 -5.4450  -0.147
C -3.8936 0.6200 -5.6449  -0.247
C -3.1128 0.2277 -6.7255  -0.682
C -2.6631 1.1791 -7.6340  -0.485
C -2.9820 2.5182 -7.4498  -0.631
C -3.7525 2.9079 -6.3575  -0.392
C -5.5934 4.3505 -3.8481  -0.019
C -6.2056 4.9641 -4.9464  -0.148
C -6.5462 6.3120 -4.9155  -0.748
C -6.2818 7.0683 -3.7783  -0.386
C -5.6726 6.4757 -2.6804  -0.681
C -5.3304 5.1260 -2.7162  -0.497
C -6.9439 1.5425 -3.9008  0.025
C -7.3740 0.7985 -5.0009  -0.411
C -8.6148 0.1636 -4.9964  -0.587
C -9.4428 0.2633 -3.8863  -0.414
C -9.0293 0.9984 -2.7803  -0.596
C -7.7912 1.6306 -2.7902  -0.582
H -2.2534 1.7631 -3.1654  0.150
H -2.6269 3.3982 -2.5910  0.405
H -4.6551 2.4382 -1.3844  0.451
H -4.3327 0.8760 -2.1171  0.053
H -4.2166 -0.1315 -4.9314  0.381
H -2.8352 -0.8135 -6.8387  0.368
H -2.0491 0.8779 -8.4747  0.368
H -2.6169 3.2639 -8.1474  0.379
H -3.9700 3.9605 -6.2098  0.368
H -6.4272 4.3816 -5.8364  0.444
H -7.0210 6.7718 -5.7754  0.373
H -6.5513 8.1176 -3.7493  0.359
H -5.4600 7.0617 -1.7944  0.410
H -4.8431 4.6777 -1.8551  0.314
H -6.7333 0.7087 -5.8726  0.320
H -8.9307 -0.4131 -5.8590  0.378
H -10.4052 -0.2352 -3.8787  0.354
H -9.6674 1.0730 -1.9077  0.391
H -7.4802 2.1945 -1.9155  0.403

Its charge is -2. The HOMO energy is -0.08582 hartree. The value obtained for the LUMO energy is 3.72 eV. The gap between HOMO and LUMO comes out at 0.2226 Ha.



2.
Formula: C33H47As2IN4RbSi
Source: the Open Molecules 2025 dataset
Level of theory: the ωB97M-V functional and the def2-TZVPD basis

Last column: Mulliken charge in e.
Geometry (Å):
Rb 1.1329 -0.7091 -0.6220  0.844
N 1.8433 -2.5284 4.0484  -0.543
C 3.0934 -1.7691 3.8637  -0.154
C 2.9570 -0.4016 4.5518  -1.452
C 2.2418 0.6140 3.6712  -0.290
N 0.8457 0.1515 3.3526  0.270
C 3.0384 0.8516 2.3852  0.177
C 3.9274 -0.3064 1.9369  -0.064
N 4.0263 -0.2402 0.4720  -0.377
C 3.3411 -1.6494 2.3508  -0.402
H 1.7331 -2.8156 5.0154  0.244
H 1.8814 -3.3765 3.4927  0.217
H 0.8343 -0.8737 3.2448  0.284
H 3.9432 -2.2830 4.3241  0.489
H 3.9499 -0.0087 4.7776  0.451
H 2.4451 -0.5275 5.5096  0.492
H 2.1323 1.5633 4.1936  0.591
H 0.4327 0.6837 2.4330  -0.557
H 0.2143 0.3598 4.1233  0.476
H 3.6441 1.7521 2.4994  0.415
H 2.3391 1.0857 1.5845  -0.868
H 4.9107 -0.2039 2.4142  0.172
H 4.8184 -0.7912 0.1569  0.316
H 4.2015 0.7184 0.1795  0.199
H 3.9997 -2.4615 2.0295  0.482
H 2.4018 -1.8238 1.8084  -0.334
C -0.2871 -2.1976 -5.2093  -1.253
As -0.2587 -1.1285 -3.5717  0.494
C 0.6448 0.4723 -4.2655  -1.134
C -2.0837 -0.4187 -3.6135  0.020
C -2.5726 0.1028 -4.8111  -0.392
C -3.8382 0.6567 -4.8899  -0.852
C -4.6393 0.6964 -3.7582  -0.852
C -4.1697 0.1712 -2.5661  -0.332
C -2.8981 -0.3943 -2.4751  0.216
As -2.2784 -1.1635 -0.7942  0.911
C -3.3109 -2.8302 -0.8718  -1.166
C -3.4123 -0.2025 0.4787  -1.421
H -0.4233 -1.5785 -6.0943  0.387
H -1.1068 -2.9117 -5.1408  0.321
H 0.6480 -2.7488 -5.2979  0.421
H 0.2135 0.7790 -5.2174  0.406
H 1.7089 0.2817 -4.4090  0.459
H 0.5171 1.2892 -3.5540  0.225
H -1.9560 0.0823 -5.7020  0.211
H -4.1967 1.0590 -5.8283  0.407
H -5.6286 1.1328 -3.8048  0.437
H -4.8096 0.2105 -1.6937  0.312
H -4.3607 -2.6107 -1.0649  0.450
H -3.2204 -3.3583 0.0782  0.402
H -2.9298 -3.4678 -1.6697  0.196
H -4.4627 -0.4695 0.3706  0.500
H -3.2854 0.8726 0.3505  0.320
H -3.0843 -0.4661 1.4843  0.385
C -3.7669 4.8821 0.4116  -0.519
C -3.0988 4.7292 1.6181  -0.631
C -2.0258 3.8542 1.7134  -0.436
C -1.5805 3.1297 0.6073  0.299
C -2.2664 3.3003 -0.6008  0.078
C -3.3508 4.1615 -0.6996  -0.598
Si -0.1398 1.9098 0.6973  0.462
C 1.4433 2.8843 0.2220  0.367
C 1.9733 3.8077 1.1266  -0.526
C 3.1686 4.4743 0.8890  -0.743
C 3.8828 4.2141 -0.2738  -0.499
C 3.3726 3.3107 -1.1957  -0.764
C 2.1682 2.6600 -0.9559  0.534
H -4.6088 5.5583 0.3403  0.382
H -3.4220 5.2885 2.4871  0.395
H -1.5276 3.7307 2.6700  0.238
H -1.9551 2.7511 -1.4830  0.315
H -3.8684 4.2750 -1.6441  0.433
H -0.2523 1.2062 -0.6149  -0.518
H 1.4288 4.0142 2.0447  0.379
H 3.5435 5.1967 1.6035  0.431
H 4.8147 4.7273 -0.4712  0.421
H 3.9058 3.1341 -2.1232  0.449
H 1.7895 1.9942 -1.7268  -0.110
I -0.7562 -5.6774 -2.7383  0.122
C -0.5047 -5.2412 -0.7105  -0.592
C -0.6868 -6.1991 0.2718  -0.142
C -0.5146 -5.8146 1.5926  -0.938
C -0.1534 -4.5055 1.8705  -0.215
N 0.0363 -3.5825 0.9275  0.099
C -0.1529 -3.9541 -0.3357  0.232
H -0.9654 -7.2132 0.0198  0.438
H -0.6637 -6.5223 2.3963  0.408
H -0.0296 -4.1780 2.8960  0.555
H -0.0847 -3.1767 -1.0876  0.038

Its charge is +1. Its energy above the lowest of the compared OMol25 structures with the same formula, charge and spin is 6.73 kcal/mol. The HOMO energy is -0.33742 hartree. The value obtained for the LUMO energy is -2.15 eV. The gap between HOMO and LUMO comes out at 0.2584 Ha.



3.
Formula: C6H10NO3
Source: the Open Molecules 2025 dataset
Level of theory: the ωB97M-V functional and the def2-TZVPD basis

Last column: Mulliken charge in e.
Geometry (Å):
C 0.2065 -1.5422 -0.8745  -0.406
C -1.0277 -1.0495 -0.7195  -0.172
C 1.1124 0.4557 1.2175  -0.781
C -0.1751 0.5282 1.5184  0.206
C 1.5387 -0.8668 -0.8344  -0.662
C -1.4984 0.3108 -0.5438  0.336
N 1.5049 0.4825 -0.2001  -0.009
O -0.8443 0.5122 2.6375  -0.393
O -0.9182 1.3363 -1.2207  -0.541
O -2.7634 0.4085 -0.1688  -0.414
H 0.2887 -2.6096 -1.0168  0.404
H -1.8500 -1.7497 -0.6597  0.434
H 1.9456 0.3418 1.9062  0.394
H 2.2204 -1.4961 -0.2529  0.400
H 1.9433 -0.7768 -1.8483  0.387
H 0.8100 1.0414 -0.7190  0.389
H 2.4251 0.9242 -0.2916  0.405
H -0.3058 0.3746 3.4368  0.326
H -1.5276 2.0694 -1.3799  0.334
H -3.0849 1.3052 0.0136  0.361

Its charge is +1. Its energy above the lowest of the compared OMol25 structures with the same formula, charge and spin is 59.14 kcal/mol. The HOMO energy (alpha / beta) is -0.43133 / -0.43148 hartree. The value obtained for the LUMO energy (alpha / beta) is -4.01 / -4.01 eV. The gap between HOMO and LUMO (alpha / beta) comes out at 0.2840 / 0.2842 Ha.



Look up the charge of the first one.
-2